1.
C40H49As2Br2GeMgN4 as an isolated structure, computed with ωB97M-V/def2-TZVPD.

Its energy above the lowest of the compared OMol25 structures with the same formula, charge and spin is 0.0 kJ/mol. The energy is -371939.69043 eV. The gap between HOMO and LUMO comes out at 8.393 eV. The calculation puts the largest force on an atom at 0.945 eV Å⁻¹. The total charge is +3.

Geometry as XYZ:
```
99
Properties=species:S:1:pos:R:3:forces:R:3
Mg 0.946 1.598 0.425 -0.1 -0.3 0.0
Br 2.434 2.588 6.905 -0.1 0.0 -0.3
C 1.957 2.249 5.127 0.0 0.0 0.1
C 1.307 1.067 4.781 0.1 0.1 0.1
C 1.005 0.867 3.452 0.0 -0.1 0.0
N 1.264 1.754 2.486 0.2 0.1 0.3
C 1.841 2.923 2.828 0.0 -0.1 0.3
C 2.231 3.182 4.135 0.0 0.1 0.0
C 1.980 3.933 1.745 0.1 0.3 -0.1
C 2.353 5.243 2.002 0.1 0.0 0.0
C 2.427 6.150 0.950 0.0 0.1 0.0
Br 2.914 7.930 1.268 -0.1 -0.3 0.0
C 2.121 5.719 -0.336 0.1 0.1 0.1
C 1.748 4.402 -0.505 0.0 0.0 -0.1
N 1.672 3.523 0.500 0.1 0.2 0.1
H 1.053 0.333 5.532 0.0 0.0 0.0
H 0.516 -0.046 3.139 0.0 -0.1 0.0
H 2.745 4.093 4.402 0.0 0.0 0.0
H 2.579 5.586 3.000 0.0 0.0 0.0
H 2.175 6.396 -1.177 0.0 0.0 0.0
H 1.496 4.025 -1.490 0.0 0.0 0.0
C 4.870 0.607 1.166 -0.1 0.0 0.1
As 3.375 0.561 -0.090 0.8 -0.5 -0.1
C 4.122 1.809 -1.393 0.0 0.1 0.0
C 3.681 -1.146 -1.027 -0.1 0.2 -0.1
C 4.854 -1.248 -1.775 0.0 0.1 0.2
C 5.062 -2.277 -2.680 0.0 0.0 0.0
C 4.062 -3.211 -2.893 0.0 0.0 0.0
C 2.909 -3.160 -2.126 -0.1 0.0 0.0
C 2.729 -2.164 -1.169 -0.3 0.0 0.0
As 1.242 -2.503 0.062 0.1 -0.4 0.2
C 1.292 -4.445 0.146 0.0 -0.1 0.0
C 2.018 -2.165 1.821 -0.1 0.1 -0.1
H 5.794 0.390 0.633 0.0 0.0 -0.1
H 4.748 -0.117 1.968 -0.1 0.0 0.0
H 4.947 1.605 1.598 0.0 0.0 0.0
H 5.139 1.535 -1.665 0.0 -0.1 0.0
H 4.160 2.790 -0.917 0.0 0.0 0.0
H 3.525 1.880 -2.300 -0.1 -0.1 0.0
H 5.634 -0.509 -1.642 0.0 0.0 -0.1
H 5.995 -2.336 -3.223 0.0 0.0 0.0
H 4.181 -3.992 -3.632 0.0 0.0 0.0
H 2.149 -3.915 -2.281 0.1 0.0 0.0
H 0.924 -4.899 -0.771 0.0 0.1 0.0
H 0.655 -4.779 0.967 0.0 0.1 0.0
H 2.313 -4.778 0.325 0.0 0.1 0.0
H 2.937 -2.747 1.890 0.0 0.0 -0.1
H 1.330 -2.513 2.590 -0.1 0.0 0.0
H 2.240 -1.114 1.984 0.0 0.0 0.0
C 0.351 0.669 -3.875 -0.1 0.0 -0.1
C 0.846 0.578 -2.574 0.0 0.0 0.0
N 0.237 1.107 -1.521 0.0 0.2 -0.1
C -0.946 1.744 -1.720 0.0 0.2 -0.4
C -1.525 1.882 -2.995 0.2 0.0 0.2
C -0.834 1.329 -4.090 0.1 0.0 0.1
C -2.780 2.554 -3.143 -0.1 0.0 0.0
C -3.433 3.038 -2.065 0.0 0.0 -0.2
C -2.886 2.894 -0.751 0.2 -0.1 0.1
C -3.550 3.360 0.399 0.1 0.0 0.1
C -2.980 3.160 1.632 -0.1 0.1 0.0
C -1.745 2.514 1.712 0.0 0.0 0.0
N -1.083 2.081 0.649 -0.3 0.0 -0.1
C -1.643 2.260 -0.572 -0.4 0.3 0.0
H 0.898 0.225 -4.695 0.0 0.0 0.0
H 1.765 0.035 -2.390 0.0 0.1 0.0
H -1.252 1.419 -5.085 0.0 0.0 0.0
H -3.192 2.651 -4.139 0.0 0.0 0.0
H -4.389 3.535 -2.175 0.0 0.0 0.0
H -4.503 3.865 0.299 0.0 0.0 0.0
H -3.470 3.496 2.535 0.0 0.0 0.0
H -1.286 2.342 2.677 0.0 0.0 0.0
C -4.965 -4.429 2.334 0.1 0.0 0.0
C -3.550 -4.019 1.937 -0.2 0.1 0.0
C -3.354 -2.507 2.039 0.1 -0.2 -0.1
C -1.912 -2.058 1.761 0.2 0.0 -0.3
Ge -1.355 -2.376 -0.112 -0.1 0.4 0.0
C -2.093 -1.113 -1.443 0.1 -0.2 0.4
C -3.541 -1.487 -1.804 0.1 -0.2 0.0
C -3.680 -2.828 -2.525 -0.2 0.1 0.1
C -5.120 -3.104 -2.948 0.1 0.0 0.0
H -5.094 -5.507 2.261 0.0 0.0 0.0
H -5.706 -3.954 1.688 0.0 0.0 0.0
H -5.172 -4.135 3.363 0.0 0.0 0.0
H -3.348 -4.348 0.911 0.0 -0.1 0.0
H -2.831 -4.518 2.593 0.1 0.0 -0.1
H -3.613 -2.189 3.052 0.0 0.1 0.0
H -4.047 -2.004 1.359 0.0 0.1 0.1
H -1.229 -2.593 2.427 0.0 0.1 0.0
H -1.817 -0.985 1.949 0.1 0.0 0.0
H -1.361 -3.836 -0.553 0.0 0.0 0.0
H -1.465 -1.111 -2.337 0.0 0.0 0.0
H -2.061 -0.114 -1.001 -0.1 -0.4 0.0
H -3.940 -0.701 -2.451 0.0 0.1 0.0
H -4.162 -1.498 -0.902 0.0 0.1 0.0
H -3.346 -3.637 -1.868 0.1 0.0 -0.1
H -3.033 -2.831 -3.407 0.1 0.0 0.0
H -5.787 -3.118 -2.085 0.0 0.0 0.0
H -5.193 -4.070 -3.444 -0.1 0.0 0.0
H -5.474 -2.341 -3.641 0.0 0.0 0.0
```
Positions in Å, forces in eV/Å.

2.
C13H21I4NO2PS3SeTeTi as an isolated structure in a non-equilibrium geometry, computed with ωB97M-V/def2-TZVPD.

Its energy above the lowest of the compared OMol25 structures with the same formula, charge and spin is 119.9 kJ/mol. The energy is -189361.92579 eV. The gap between HOMO and LUMO (alpha / beta) comes out at 6.200 / 6.491 eV. The calculation puts the largest force on an atom at 1.797 eV Å⁻¹. Its multiplicity is 2. The total charge is 0.

Geometry as XYZ:
```
48
Properties=species:S:1:pos:R:3:forces:R:3
Ti -0.917 0.884 0.716 0.4 -0.6 -0.5
I -3.780 -0.607 1.697 -0.2 0.0 -0.1
C -4.702 0.124 -0.076 0.1 0.1 0.1
I -4.234 2.138 -0.541 -0.2 0.0 0.0
H -5.769 0.077 0.081 -0.1 -0.1 0.0
H -4.393 -0.492 -0.905 0.1 -0.1 -0.1
I 0.282 -0.266 3.201 0.3 -0.1 0.3
C -0.502 -1.963 4.266 -0.1 0.1 -0.1
I -2.506 -1.802 4.915 -0.1 0.0 0.1
H 0.111 -2.060 5.153 0.1 -0.1 0.0
H -0.415 -2.821 3.613 0.0 -0.1 0.0
Se -3.122 2.828 4.347 0.0 0.0 0.1
C -2.300 2.425 2.888 0.2 -0.1 -0.4
N -1.747 2.117 1.879 -0.7 1.1 1.3
Te 1.617 1.961 1.144 0.2 0.1 -0.1
C 1.605 3.778 2.198 -0.1 0.1 -0.1
C 2.724 4.542 2.387 0.2 0.0 0.1
C 2.458 5.773 3.057 0.1 -0.1 -0.1
C 1.140 5.922 3.359 -0.1 0.0 0.0
S 0.227 4.573 2.832 -0.1 0.0 0.0
H 3.713 4.227 2.064 -0.2 0.1 0.0
H 3.216 6.512 3.290 -0.1 -0.1 0.0
H 0.650 6.745 3.861 0.1 -0.1 -0.1
C 3.273 -1.544 -2.522 0.1 0.0 -0.1
C 2.831 -1.094 -1.146 -0.1 0.0 -0.1
C 2.630 -2.239 -0.177 -0.1 0.0 0.0
O 1.656 -0.229 -1.247 0.2 0.0 0.0
P 0.143 -0.526 -1.543 0.3 -0.5 -0.8
S -0.723 1.255 -1.737 -0.1 -0.1 0.1
S -0.765 -1.523 -0.080 0.0 0.1 -0.1
O 0.247 -1.347 -2.896 -0.2 -0.1 -0.1
C -0.774 -2.103 -3.628 0.0 0.1 0.1
C -2.109 -1.388 -3.682 0.0 0.1 0.1
C -0.877 -3.510 -3.076 0.1 -0.1 0.0
H 4.270 -1.984 -2.439 -0.1 0.0 0.0
H 3.325 -0.697 -3.209 0.0 -0.1 0.1
H 2.594 -2.289 -2.934 0.0 0.0 0.0
H 3.566 -0.406 -0.740 0.1 0.1 0.1
H 1.889 -2.948 -0.551 0.0 0.0 0.0
H 2.303 -1.876 0.799 0.0 0.0 0.0
H 3.581 -2.764 -0.054 -0.1 0.0 0.0
H -0.352 -2.148 -4.629 0.1 0.0 -0.1
H -2.529 -1.275 -2.680 0.0 0.0 0.0
H -2.801 -1.983 -4.281 0.0 0.0 0.0
H -2.017 -0.398 -4.129 0.0 0.0 0.0
H -1.343 -3.516 -2.091 0.0 0.0 0.0
H 0.113 -3.969 -3.000 -0.1 0.0 0.0
H -1.486 -4.115 -3.753 0.1 0.0 0.1
```
Positions in Å, forces in eV/Å.

3.
C33H56AsBF4O3Si4TcTe as an isolated structure in a non-equilibrium geometry, computed with ωB97M-V/def2-TZVPD.

Its energy above the lowest of the compared OMol25 structures with the same formula, charge and spin is 299.6 kJ/mol. The energy is -154648.49333 eV. The gap between HOMO and LUMO (alpha / beta) comes out at 3.142 / 3.599 eV. The calculation puts the largest force on an atom at 3.159 eV Å⁻¹. Its multiplicity is 4. The total charge is +2.

Geometry as XYZ:
```
104
Properties=species:S:1:pos:R:3:forces:R:3
Tc -1.128 -2.504 0.232 -1.0 -0.4 0.9
C -0.138 -0.807 2.710 0.3 -0.3 -1.8
O -1.269 -1.611 2.243 0.3 -0.3 -0.3
C -2.513 -0.908 2.489 0.5 0.6 1.2
C -2.875 -0.127 1.269 -1.6 -0.6 -0.7
O -2.897 -1.247 0.288 0.0 1.1 -0.9
C -4.169 -1.896 0.179 0.1 0.0 0.3
C -3.916 -3.229 -0.423 0.9 -0.8 -1.6
O -2.749 -3.834 0.216 -1.0 -0.4 0.5
C -3.085 -4.563 1.438 1.2 -0.2 0.7
H -0.225 -0.651 3.722 -0.5 0.0 2.5
H -0.148 0.171 2.237 0.2 -0.1 -0.4
H 0.755 -1.377 2.510 0.2 0.0 -0.2
H -2.393 -0.309 3.382 0.3 0.5 0.1
H -3.193 -1.661 2.840 -0.8 -0.4 -0.5
H -2.139 0.626 0.934 -0.3 -0.4 0.1
H -3.925 0.329 1.251 1.6 -0.5 0.3
H -4.830 -1.360 -0.468 -0.4 0.7 -0.5
H -4.622 -1.937 1.159 -0.2 -0.2 0.4
H -3.572 -3.146 -1.485 -0.5 0.2 0.7
H -4.763 -3.931 -0.420 0.2 0.3 0.3
H -4.014 -5.125 1.353 0.0 0.3 -0.3
H -3.086 -3.880 2.303 -0.3 -0.1 -0.4
H -2.257 -5.268 1.588 -0.3 0.1 0.0
F 0.309 -0.214 -2.157 1.1 0.0 1.1
B 1.223 -0.073 -1.137 -1.0 -0.8 -1.6
F 0.229 -1.266 0.205 0.5 0.3 -0.4
F 1.120 0.944 -0.346 0.1 1.1 0.6
F 2.252 -0.899 -1.080 0.3 0.2 -0.3
C 2.684 6.757 -1.728 0.4 1.5 -0.1
Si 2.143 4.995 -1.618 -0.7 -0.3 -0.4
C 3.294 4.117 -0.466 0.6 -0.1 -0.2
C 2.147 4.144 -3.303 -0.2 0.6 -0.4
Si -0.075 5.042 -0.720 -0.1 0.6 0.3
Te -1.460 3.108 -1.610 0.3 0.2 0.2
Si -0.293 5.216 1.671 0.9 -0.4 -1.1
C -2.098 4.973 1.917 -0.1 1.0 -0.2
C 0.527 3.587 2.279 -0.2 0.7 0.0
C 0.268 6.951 2.232 -0.5 -0.3 -0.9
Si -1.078 6.944 -1.829 0.3 -0.4 -0.5
C -0.476 6.668 -3.654 1.0 0.6 -0.5
C -2.999 6.925 -1.759 1.8 -1.0 -2.4
C -0.543 8.606 -1.108 0.1 0.3 -0.2
H 3.735 6.939 -2.059 -0.8 -0.4 -0.4
H 2.757 7.207 -0.736 -0.4 -0.2 0.4
H 1.958 7.412 -2.271 0.8 -0.6 0.1
H 4.197 3.855 -1.039 0.0 0.2 0.3
H 2.887 3.194 -0.105 -0.3 -0.7 0.2
H 3.552 4.710 0.411 0.1 0.1 -0.1
H 3.060 4.424 -3.841 0.0 -0.1 0.1
H 1.312 4.411 -3.965 0.1 0.2 0.3
H 2.094 3.071 -3.269 0.2 -0.7 0.3
H -2.326 4.053 1.425 -0.4 -0.6 -0.6
H -2.641 5.828 1.467 0.0 -0.6 0.4
H -2.337 4.825 2.949 -0.4 0.2 0.8
H 0.027 2.766 1.755 -0.1 0.1 0.0
H 0.475 3.416 3.353 0.0 0.0 0.1
H 1.563 3.560 1.973 0.4 0.0 0.0
H 0.775 7.010 3.153 0.8 -0.3 1.2
H -0.642 7.517 2.412 -0.3 0.1 -0.2
H 0.862 7.525 1.513 -0.1 -0.3 -0.1
H -1.133 5.986 -4.205 0.2 -0.2 0.2
H 0.615 6.435 -3.923 -1.5 -0.2 1.1
H -0.519 7.597 -4.226 -0.6 0.4 0.2
H -3.300 5.878 -1.917 -0.3 0.4 0.2
H -3.293 7.498 -2.654 -0.1 -0.2 0.2
H -3.442 7.370 -0.929 -0.7 0.6 1.6
H 0.495 8.954 -1.332 -0.8 -0.4 0.3
H -0.727 8.620 -0.025 0.3 -0.1 -0.2
H -1.253 9.353 -1.510 0.4 -0.2 0.0
C -1.703 -8.640 0.455 0.6 0.3 0.2
C -2.050 -7.788 -0.573 -0.2 0.2 0.0
C -1.451 -6.538 -0.709 -0.2 -0.3 0.3
C -0.442 -6.225 0.195 1.0 0.3 0.6
C -0.018 -7.114 1.223 0.2 1.3 -0.7
C -0.684 -8.315 1.352 -0.4 0.1 -0.4
As 0.497 -4.509 0.008 -0.1 0.3 0.1
C 1.795 -4.224 1.410 -1.0 -0.6 -0.1
C 1.383 -4.355 2.741 0.0 0.5 -0.4
C 2.344 -4.188 3.712 -0.4 -0.6 1.0
C 3.664 -3.919 3.393 1.0 0.5 -0.6
C 4.058 -3.746 2.067 -1.2 -0.2 -0.6
C 3.086 -3.931 1.048 1.3 -0.2 -0.2
C 1.543 -4.673 -1.604 0.3 -0.9 -0.5
C 2.042 -5.954 -1.862 0.5 -0.4 -0.1
C 2.959 -6.202 -2.901 -0.8 -0.1 0.5
C 3.324 -5.174 -3.731 -0.6 1.0 0.7
C 2.742 -3.915 -3.534 0.4 -0.3 -0.2
C 1.894 -3.646 -2.479 -0.8 0.2 0.2
H -2.207 -9.576 0.561 -0.2 -0.4 0.0
H -2.829 -8.106 -1.241 -0.2 0.1 -0.3
H -1.852 -5.850 -1.457 0.5 -0.1 0.1
H 0.828 -6.779 1.857 -0.7 -0.6 -0.3
H -0.466 -9.014 2.126 0.4 -0.3 0.5
H 0.336 -4.534 3.018 0.4 -0.1 -0.2
H 2.045 -4.366 4.746 0.2 0.3 -0.2
H 4.438 -3.808 4.149 -0.4 -0.1 0.1
H 5.074 -3.498 1.790 0.0 -0.1 0.1
H 3.357 -3.973 -0.031 0.0 0.4 1.0
H 1.758 -6.809 -1.260 -0.1 0.1 0.2
H 3.308 -7.208 -3.093 0.1 0.0 0.2
H 4.054 -5.287 -4.494 0.3 -0.3 -0.6
H 2.981 -3.160 -4.256 0.0 0.5 -0.1
H 1.419 -2.676 -2.367 0.3 0.0 -0.1
```
Positions in Å, forces in eV/Å.

4.
A 2-piece molecular cluster, C5H9NO overall in a non-equilibrium geometry, computed with ωB97M-V/def2-TZVPD.

The SMILES is CC(C)=O.CC#N. Its energy above the lowest of the compared OMol25 structures with the same formula, charge and spin is 174.6 kJ/mol. The energy is -8867.40269 eV. The gap between HOMO and LUMO comes out at 10.527 eV. The calculation puts the largest force on an atom at 2.134 eV Å⁻¹. The total charge is 0.

Geometry as XYZ:
```
16
Properties=species:S:1:pos:R:3:forces:R:3
C 1.693 1.409 0.451 -0.4 0.7 0.5
O 0.648 -0.111 -1.229 -0.1 -1.2 -0.4
C -0.242 -0.659 -0.612 0.0 -0.1 -0.4
C -1.574 -0.746 -1.280 -0.2 0.0 -0.1
C -0.112 -1.226 0.796 0.1 -0.1 -0.1
C 0.195 1.678 0.630 0.0 -0.2 0.0
N -0.931 1.886 0.851 2.1 -0.2 -0.4
H 2.099 2.228 -0.143 0.0 0.2 0.4
H 2.087 1.367 1.460 0.3 0.6 0.2
H 2.090 0.510 -0.058 -1.3 0.5 0.4
H -2.008 -1.741 -1.174 -0.1 0.1 0.0
H -1.407 -0.494 -2.329 -0.2 -0.1 0.1
H -2.227 0.004 -0.824 -0.1 -0.2 0.0
H -0.719 -0.625 1.485 0.0 -0.2 -0.2
H 0.918 -1.235 1.165 -0.2 0.0 -0.2
H -0.511 -2.244 0.813 0.1 0.1 0.0
```
Positions in Å, forces in eV/Å.

> What is the total charge in the second record?

0

> Which of these has the lowest energy?

C40H49As2Br2GeMgN4

> What is the total charge in the third record?

+2